(1)
Here is a molecular structure, C19H18BrCl2CrN7O4 at a distorted geometry from OMol25. Energies are from the ωB97M-V functional and the def2-TZVPD basis.

Atoms and positions in Å:
H  1.764  2.135  1.888
C  -2.763  -3.032  -2.726
C  0.149  1.753  4.731
H  0.672  5.358  2.417
C  4.623  -1.039  1.335
O  0.637  4.401  2.307
H  -2.075  1.570  -0.380
C  0.371  3.804  3.517
C  -2.641  -0.658  -1.969
C  -2.943  -3.586  -5.060
H  -3.547  -0.167  -1.618
H  -0.438  1.935  6.787
H  -0.556  4.409  6.703
N  -0.199  1.792  1.281
C  0.871  1.671  2.311
C  0.451  2.418  3.551
C  -2.948  -2.234  -5.381
C  -0.278  3.846  5.821
N  1.302  -2.214  -2.560
Cl  5.114  0.536  1.953
O  2.419  -1.969  1.567
H  3.107  -1.252  -3.906
N  -0.262  -0.895  -1.831
H  -3.030  -1.922  -6.414
Br  -0.815  -2.481  1.270
H  -2.717  -3.337  -1.684
C  -2.758  -1.676  -3.046
C  -0.214  2.460  5.868
C  -1.517  -0.308  -1.368
N  0.639  -0.096  -2.419
C  -1.378  0.738  -0.349
C  -2.855  -3.984  -3.733
N  1.529  -0.926  -2.799
H  0.226  0.674  4.747
H  4.851  -1.787  2.080
N  -0.417  0.743  0.501
C  0.010  4.523  4.645
H  -0.401  -3.020  -1.555
H  2.629  0.403  -3.744
C  0.134  -2.172  -1.949
H  -0.046  5.606  4.603
O  1.085  0.323  2.573
H  -0.866  2.550  1.298
H  -3.015  -4.329  -5.844
Cr  0.819  -0.818  1.168
Cl  5.469  -1.471  -0.160
O  2.568  -0.162  0.344
C  3.136  -1.054  1.051
H  -2.875  -0.223  -4.627
C  -2.860  -1.279  -4.378
N  2.703  -0.519  -3.342
H  -2.867  -5.036  -3.477

Output
Multiplicity: 4
ΔE to the lowest compared entry with this formula, charge and spin (kcal/mol): 12.12
<S²>: 3.785
Net charge: +1
LUMO (alpha / beta) (eV): -3.6 / -3.6

***

(2)
Here is a molecular structure, C19H18BrN3OSbSe4V at a distorted geometry from OMol25. Energies are from the ωB97M-V functional and the def2-TZVPD basis.

Atoms and positions in Å:
C  0.264  3.856  -0.008
V  -0.042  0.657  0.008
N  -3.994  5.836  -0.689
C  -3.940  1.222  -0.643
C  -0.041  2.601  -0.673
H  -3.307  4.305  -4.979
C  -2.090  4.522  -0.149
C  -1.407  2.221  -0.802
Se  -0.579  -1.238  0.886
H  -4.929  0.796  -0.540
C  -3.727  2.606  -0.405
H  -4.559  3.231  -0.118
H  0.931  -1.663  -1.818
H  -0.488  5.710  0.665
Se  -0.621  0.957  1.975
N  -2.846  5.624  -0.102
C  -2.911  0.416  -0.988
H  -2.453  5.144  -2.833
H  2.612  0.496  -0.515
C  -5.354  4.303  -4.334
H  4.219  -2.871  -0.400
Se  -1.287  -5.012  2.111
C  -2.469  3.144  -0.485
C  -0.718  4.743  0.233
C  -6.239  4.579  -3.308
C  3.956  -1.839  -0.149
C  -3.992  4.511  -4.168
C  2.444  -1.626  -0.264
O  0.916  1.741  -1.045
C  -3.514  4.972  -2.955
H  4.298  -1.642  0.870
H  -3.014  -0.651  -1.119
H  -7.301  4.429  -3.454
H  -6.436  5.278  -1.288
H  2.580  -1.512  -2.421
H  1.298  4.059  0.235
Sb  -0.720  -3.663  0.219
H  2.298  -0.014  1.157
H  1.970  -3.079  -1.831
C  -4.381  5.247  -1.879
C  1.958  -2.001  -1.663
H  1.983  -2.297  0.467
N  -1.634  0.897  -1.097
C  -5.754  5.055  -2.100
H  4.494  -1.170  -0.827
C  2.049  -0.204  0.107
Br  -6.016  3.669  -6.008
Se  -0.437  -5.178  -1.666

Output
Net charge: -2
LUMO (alpha / beta) (eV): 3.8 / 3.8

***

(3)
Here is a molecular structure, C19H18Cl2F3N3O2Os from OMol25. Energies are from the ωB97M-V functional and the def2-TZVPD basis.

Atoms and positions in Å:
H  -0.303  -1.904  6.023
H  0.542  5.335  -1.591
O  -1.733  -5.435  0.925
C  0.799  -0.671  4.955
N  1.362  -0.088  0.703
H  -2.120  -6.286  1.170
C  -1.062  1.877  -1.364
H  2.711  1.393  1.202
H  -0.393  -1.714  -3.110
H  -2.168  -5.673  -1.121
C  -0.534  -2.079  -2.100
C  -2.242  -4.966  -0.288
H  3.792  1.486  -4.099
H  -1.046  -3.345  1.463
F  -3.467  5.187  -1.450
H  -0.312  -2.046  2.955
C  -1.893  2.977  -1.390
C  0.521  -1.079  1.184
H  -2.967  2.852  -1.352
N  0.084  -1.415  -1.117
C  0.340  -1.272  2.570
C  -1.318  4.238  -1.472
C  -1.339  -3.213  -1.881
H  -3.318  -4.725  -0.238
N  0.282  1.994  -1.410
H  1.913  3.298  -1.533
H  1.769  -0.846  5.445
Cl  3.618  1.150  -1.705
Os  1.487  0.074  -1.347
C  1.888  0.485  2.992
C  3.657  0.631  -3.440
H  2.476  1.120  3.647
Cl  2.017  -0.096  -3.676
O  -0.105  -1.719  5.097
C  -0.903  -2.988  0.450
C  -1.507  -3.709  -0.600
C  0.835  3.224  -1.493
F  -1.920  6.185  -2.601
H  0.456  0.276  5.399
F  -1.867  6.242  -0.432
H  -1.793  -3.699  -2.738
H  4.425  -0.128  -3.574
H  -1.480  0.880  -1.310
C  1.020  -0.469  3.497
C  -2.179  5.501  -1.494
C  -0.123  -1.847  0.181
C  0.066  4.365  -1.524
C  2.032  0.643  1.590

Output
Multiplicity: 5
<S²>: 6.050
Net charge: +4
LUMO (alpha / beta) (eV): -14.1 / -17.3

***

(4)
Here is a molecular structure, C19H18Cl2N7O2PtS from OMol25. Energies are from the ωB97M-V functional and the def2-TZVPD basis.

Atoms and positions in Å:
Pt  0.417  0.769  0.336
N  -3.593  -3.300  -1.303
H  -2.998  -5.205  -1.869
H  -6.186  -1.421  -0.495
C  2.141  3.380  0.046
C  -0.848  -3.263  2.626
C  -0.603  -1.861  -2.263
H  2.601  -1.041  0.352
H  -5.224  -2.752  -2.447
C  -1.527  -2.307  1.907
H  0.697  4.078  -1.382
O  -0.458  -1.821  -3.472
H  -3.821  -4.296  -3.173
Cl  -2.057  -0.913  -0.298
N  -1.681  -1.017  -1.793
H  -0.883  6.327  3.374
C  -3.134  -4.221  -2.320
N  2.387  1.000  0.211
C  4.448  -0.120  -0.271
H  -1.044  -3.411  3.679
H  4.980  -1.058  -0.336
C  3.127  -0.125  0.126
H  0.270  4.900  0.531
C  -5.106  -1.610  -0.578
H  -2.266  -1.659  2.361
C  0.402  -3.849  0.637
H  2.062  5.183  -1.125
C  0.127  -4.028  1.969
S  1.564  5.292  3.831
H  0.688  -4.776  2.513
Cl  1.638  -4.820  -0.105
C  -4.571  -0.777  0.260
N  -0.633  5.943  2.477
H  2.258  3.687  -2.071
C  5.049  1.083  -0.618
H  4.717  3.207  -0.770
N  0.853  4.679  1.328
C  2.988  2.167  -0.073
C  -1.219  -2.166  0.565
C  1.775  4.131  -1.203
C  4.297  2.239  -0.522
C  -0.271  -2.884  -0.176
O  -1.630  0.385  0.415
C  -4.631  -2.631  -1.533
C  0.573  5.272  2.514
H  6.077  1.117  -0.954
N  0.031  -2.754  -1.470
H  -1.389  5.460  2.012
N  1.766  3.678  1.224
H  -2.157  -3.889  -2.673

Output
ΔE to the lowest compared entry with this formula, charge and spin (kcal/mol): 281.93
Net charge: -1
LUMO (eV): 2.3

***

(5)
Here is a molecular structure, C19H18ClN5O8P2Sn from OMol25. Energies are from the ωB97M-V functional and the def2-TZVPD basis.

Atoms and positions in Å:
C  0.296  1.169  -3.978
H  -1.111  4.320  -4.037
C  1.180  0.986  4.206
H  -2.708  3.228  3.613
Cl  0.514  0.161  -5.459
H  3.738  -0.731  -4.545
O  1.417  0.929  -0.278
C  -2.093  -1.258  2.580
C  -0.052  2.562  -4.410
H  -2.254  -1.450  3.640
N  1.325  -0.868  2.475
C  -0.726  0.551  -3.039
O  3.649  0.141  -4.142
H  -1.296  3.912  1.662
O  3.170  -0.701  0.272
C  -1.845  0.214  2.359
O  2.005  -1.161  -2.643
O  3.711  1.831  0.412
H  -5.000  -1.516  -0.355
O  3.418  0.834  -1.804
N  -1.066  0.579  1.329
Sn  0.739  -1.081  0.275
C  -0.924  3.299  -3.729
H  -1.610  -1.147  -2.187
C  -0.901  1.887  1.102
H  -5.165  -3.020  0.560
N  -3.260  -1.724  1.848
H  -3.029  0.798  4.042
H  -0.336  -1.479  -3.490
P  2.919  0.664  -0.277
C  -1.543  1.481  -2.256
C  -4.505  -2.454  -0.098
C  -2.454  1.140  3.192
C  2.160  2.011  4.158
H  -0.257  2.147  0.276
C  1.259  -0.020  3.273
O  1.575  1.306  -3.334
H  0.498  2.945  -5.258
C  0.139  0.958  5.165
H  -4.169  -1.575  2.254
H  -1.236  -1.844  2.256
C  -1.641  2.774  -2.573
C  -1.482  2.870  1.883
O  -2.112  -2.288  -0.004
N  2.961  2.835  4.070
N  -0.733  0.905  5.919
H  -2.277  3.437  -2.001
H  4.160  1.575  1.228
P  2.583  0.140  -2.981
C  -2.266  2.490  2.957
C  -3.184  -2.156  0.567
H  -4.325  -3.018  -1.008
C  -0.897  -0.764  -2.908
H  -2.104  1.057  -1.432

Output
ΔE to the lowest compared entry with this formula, charge and spin (kcal/mol): 24.72
Net charge: 0
LUMO (eV): -0.4

***

(6)
Here is a molecular structure, C19H18F3MoO4S at a distorted geometry from OMol25. Energies are from the ωB97M-V functional and the def2-TZVPD basis.

Atoms and positions in Å:
H  6.980  0.731  0.535
H  -3.514  -0.873  1.357
H  -1.967  -3.527  -1.343
C  6.957  2.784  1.218
H  1.217  1.134  2.795
C  4.768  3.689  1.723
C  -1.858  0.683  1.318
O  -4.606  -3.998  -2.423
C  4.163  2.448  1.400
C  -0.028  -2.452  -1.088
C  -3.306  0.391  -0.492
H  6.599  4.799  1.932
H  1.594  -1.046  -1.749
H  -2.466  2.130  -1.675
C  -1.517  1.652  0.316
H  4.119  4.510  2.047
H  2.912  0.313  2.626
C  -1.352  -2.676  -1.607
H  -0.253  -0.156  -3.568
H  4.530  0.414  0.738
H  -4.163  0.058  -1.077
O  -3.975  -2.704  -0.433
C  6.149  3.846  1.652
H  2.103  3.175  1.642
F  -6.639  -1.996  -1.644
C  2.160  1.020  2.250
C  4.984  1.376  0.990
F  -6.809  -2.785  0.410
C  -2.408  1.481  -0.804
Mo  -1.234  -0.625  -0.782
H  -1.418  0.623  2.309
H  8.040  2.914  1.138
H  0.459  -3.087  -0.350
O  2.056  1.164  0.815
C  0.564  -1.363  -1.828
F  -7.461  -4.008  -1.297
H  -2.514  -1.673  -3.246
C  6.364  1.559  0.885
C  -1.602  -1.726  -2.659
S  -4.787  -3.799  -0.992
O  -4.864  -4.979  -0.152
H  -0.787  2.451  0.425
C  2.710  2.263  1.548
C  -0.414  -0.914  -2.807
C  -2.955  -0.106  0.824
C  -6.533  -3.114  -0.879

Output
Multiplicity: 3
<S²>: 2.123
Net charge: +1
LUMO (alpha / beta) (eV): -8.3 / -7.3

***

(7)
Here is a molecular structure, C19H18F3O4STm at a distorted geometry from OMol25. Energies are from the ωB97M-V functional and the def2-TZVPD basis.

Atoms and positions in Å:
H  -2.129  0.754  -0.692
O  0.788  -3.358  0.878
H  1.234  2.646  -0.385
H  -2.292  3.519  -4.578
C  1.362  -4.906  2.971
C  1.313  -1.224  2.824
H  0.896  1.817  1.458
H  3.138  0.517  0.613
C  0.134  4.664  -1.746
Tm  0.263  -1.282  0.475
C  0.536  -0.031  2.683
C  1.195  0.800  1.729
C  1.132  0.992  -1.818
F  2.658  -4.663  2.660
C  -0.442  5.603  -2.583
H  1.140  -1.990  3.566
C  -1.587  3.829  -3.802
F  1.257  -6.150  3.469
H  -1.725  5.928  -4.294
H  0.765  0.832  -2.844
H  -0.343  0.230  3.273
C  -0.955  2.866  -3.030
H  -0.213  6.658  -2.450
H  0.775  4.955  -0.915
C  2.435  -1.141  1.943
O  0.768  -0.133  -1.044
H  -2.036  -1.536  -2.126
C  -2.012  -1.467  -1.038
H  3.236  -1.876  1.841
O  -1.044  -4.510  2.051
F  0.989  -4.042  3.961
O  0.564  -5.772  0.606
S  0.270  -4.660  1.470
C  -0.018  3.260  -2.003
C  -2.127  -0.605  1.108
H  -2.072  -3.619  -0.401
H  2.244  1.025  -1.830
C  -1.301  5.191  -3.619
H  -1.141  1.796  -3.174
H  -2.305  -2.606  2.103
C  -2.018  -2.566  -0.127
C  -2.106  -2.033  1.201
H  -2.312  0.075  1.938
C  -2.061  -0.255  -0.279
C  2.378  0.118  1.282
C  0.770  2.349  -1.324

Output
Multiplicity: 3
ΔE to the lowest compared entry with this formula, charge and spin (kcal/mol): 4.74
<S²>: 2.003
Net charge: 0
LUMO (alpha / beta) (eV): -3.8 / -3.8

***

(8)
Here is a molecular structure, C19H18F4N2O4S at a distorted geometry from OMol25. Energies are from the ωB97M-V functional and the def2-TZVPD basis.

Atoms and positions in Å:
C  -2.544  -1.794  -1.071
H  -5.566  -0.441  1.890
H  5.401  3.247  1.687
H  -3.354  0.928  2.585
H  -3.328  -1.995  -1.423
O  -4.940  -0.026  -1.694
H  -6.255  1.741  2.749
F  7.292  2.275  0.096
H  -6.798  2.150  1.290
N  1.471  0.180  -0.814
H  3.638  0.184  -1.878
N  -4.155  0.533  0.828
C  -1.102  0.137  -1.027
H  -1.036  1.582  -0.686
S  -3.889  0.697  -0.753
C  0.095  -0.476  -0.960
O  0.903  2.145  0.173
C  3.125  1.568  0.048
H  2.190  -4.366  -0.764
C  1.241  -3.437  -0.418
H  -1.403  -3.541  -1.443
C  -5.613  0.385  1.333
C  4.826  2.818  0.980
F  2.645  -2.446  0.875
H  -6.133  0.242  0.035
C  -5.924  1.519  1.757
H  -4.585  3.255  0.789
H  2.083  -0.573  -1.110
C  -0.118  -1.801  -1.261
C  5.242  1.307  -0.760
C  1.532  -3.074  0.884
H  0.348  -4.316  -0.252
C  3.575  2.465  0.779
C  -3.520  1.482  1.630
H  -4.536  3.115  2.485
C  -2.404  -0.395  -0.966
C  1.808  1.310  -0.290
C  3.932  0.922  -1.074
F  0.611  -2.515  1.636
C  -4.599  2.478  1.800
C  5.899  2.009  0.161
C  -1.323  -2.408  -1.447
O  -3.693  2.114  -1.037
H  3.008  2.734  1.463
F  2.024  -4.208  1.625
H  -2.657  1.678  1.128
O  1.168  -2.587  -1.298
H  5.990  0.861  -1.752

Output
ΔE to the lowest compared entry with this formula, charge and spin (kcal/mol): 441.97
Net charge: 0
LUMO (eV): -0.7

***

(9)
Here is C19H18N2O3S in the gas phase at a distorted geometry from OMol25. Energies are from the ωB97M-V functional and the def2-TZVPD basis.

Atoms and positions in Å:
H  -1.020  -3.482  -2.570
C  -0.099  -3.022  1.141
C  3.075  1.313  2.424
C  -0.074  -1.923  0.289
H  -0.490  -5.116  1.336
C  4.256  0.678  1.668
C  0.288  -0.584  0.776
C  2.617  -1.273  1.588
H  4.604  1.376  0.906
O  -1.929  2.715  -2.559
C  -0.793  2.521  -1.904
H  4.716  -1.361  1.094
C  3.890  -0.655  0.998
O  -1.148  -5.640  -1.187
H  3.209  2.389  2.522
H  -3.136  2.084  -4.049
H  2.761  -1.462  2.655
H  -1.563  1.225  -3.951
H  -0.378  -1.245  -1.718
H  0.143  -2.897  2.186
H  3.716  -0.495  -0.068
C  -2.393  1.651  -3.384
H  -1.146  -6.309  -0.492
S  -1.288  3.164  0.650
O  -0.089  1.547  -2.021
C  -0.413  -2.093  -1.052
H  -2.843  0.877  -2.758
N  0.933  2.025  1.538
C  -0.793  -4.434  -0.675
C  -0.762  -3.337  -1.533
C  -0.461  -4.267  0.665
H  0.548  3.792  -0.776
C  -1.874  0.268  -0.012
C  1.773  1.027  1.755
C  -0.222  1.761  0.973
H  5.075  0.532  2.374
C  -0.518  3.649  -0.944
H  -1.014  4.566  -1.249
H  3.027  0.887  3.431
C  1.503  -0.296  1.387
N  -2.898  0.121  -0.508
H  2.397  -2.221  1.096
C  -0.615  0.479  0.586

Output
SMILES: COC(=O)CSc1nc2c(c(-c3ccc(O)cc3)c1C#N)CCCC2
ΔE to the lowest compared entry with this formula, charge and spin (kcal/mol): 9.64
Net charge: 0
LUMO (eV): 0.3

***

(10)
Here is C19H18N2O4S in the gas phase at a distorted geometry from OMol25. Energies are from the ωB97M-V functional and the def2-TZVPD basis.

Atoms and positions in Å:
C  1.739  2.256  -0.238
H  -2.768  2.453  2.035
O  2.922  1.634  -3.082
N  2.726  1.275  -0.501
O  4.111  -0.227  -2.103
H  -4.047  0.577  2.894
H  1.903  -0.258  2.944
C  -2.204  -0.371  3.603
C  -0.700  -2.471  -2.322
C  1.765  -1.916  -2.228
C  1.215  2.226  0.971
S  2.889  0.582  -2.022
C  -0.079  0.648  2.821
O  1.272  3.033  -1.236
C  -0.967  -1.028  -2.318
O  2.757  -0.775  0.686
C  -2.166  1.712  2.385
C  -0.831  -0.375  3.519
C  -2.347  -0.556  -2.177
H  -2.753  -1.208  3.973
H  -2.922  -1.262  -1.501
C  -1.780  -3.461  -2.295
C  0.091  2.822  1.723
H  -2.882  -0.629  -3.102
C  -2.933  0.642  3.005
C  -0.761  1.727  2.320
H  -0.282  -1.252  3.920
C  2.525  0.459  0.558
H  0.592  3.485  2.528
C  1.427  0.647  2.887
C  0.161  -0.189  -2.427
C  0.711  -2.834  -2.145
N  1.872  1.225  1.552
H  -2.448  -3.196  -3.147
H  1.952  3.088  -1.897
H  1.794  1.384  3.719
C  1.460  -0.557  -2.267
H  -2.492  0.510  -1.890
H  2.722  -2.356  -2.062
H  -0.426  3.413  1.034
H  -0.135  0.849  -2.359
H  -1.390  -4.459  -2.358
H  -2.223  -3.343  -1.339
H  0.933  -3.922  -2.063

Output
SMILES: Cc1ccc(S(=O)(=O)n2c(O)c3n(c2=O)Cc2ccccc2C3)cc1C
ΔE to the lowest compared entry with this formula, charge and spin (kcal/mol): 127.56
Net charge: 0
LUMO (eV): 0.5

***

- The lowest net charge belongs to which entry?
  C19H18BrN3OSbSe4V